{"formula": "C5H10O2", "method": "the ωB97M-V functional and the def2-TZVPD basis", "elements": ["H", "H", "H", "C", "C", "H", "C", "C", "H", "H", "O", "O", "C", "H", "H", "H", "H"], "positions_angstrom": [[-1.5507, -1.6870, -0.1715], [-0.3358, 0.4081, 1.7831], [-0.3318, -1.4034, 2.0323], [0.4146, -0.7192, 0.0346], [-1.0812, -0.7261, 0.0279], [2.1419, 0.9171, 1.1737], [-1.8177, 0.4512, -0.5656], [2.2764, 0.6690, 0.1108], [-1.3466, 1.3880, -0.2403], [0.9369, -1.6608, -0.1549], [-1.8793, 0.3706, -1.9761], [1.0424, 0.3981, -0.5178], [-0.3339, -0.5782, 1.3276], [2.9535, -0.1956, 0.0423], [2.7306, 1.5185, -0.4020], [-2.8536, 0.4679, -0.2135], [-0.9656, 0.3817, -2.2905]], "de_lowest_kcal_mol": 57.0, "total_charge": 0, "e_lumo_ev": 1.00, "e_tot_ha": -346.93463, "smiles": "CO[C@H]1C[C@H]1CO"}

***

{"formula": "C5H10O2", "method": "the ωB97M-V functional and the def2-TZVPD basis", "elements": ["H", "H", "C", "C", "H", "H", "H", "H", "H", "H", "H", "C", "O", "C", "H", "C", "O"], "positions_angstrom": [[-0.2946, -0.1563, 2.3300], [0.7003, 0.1254, -1.8607], [-0.7297, -1.3258, -1.2053], [-0.2276, 0.5608, 1.5054], [0.0155, -2.1387, -1.2086], [-1.2397, 0.8811, 1.2256], [2.4432, 1.4522, 0.7868], [-1.2588, -1.3546, -2.1708], [1.2843, -0.6963, 0.5231], [1.1533, 2.2937, -0.1232], [-0.7710, 0.8154, -1.1723], [0.6481, 0.1698, 0.3045], [-1.6327, -1.4736, -0.1235], [-0.0305, 0.0139, -1.0480], [-2.0433, -2.3429, -0.1923], [1.3617, 1.4980, 0.6083], [0.6216, 1.6777, 1.8212]], "de_lowest_kcal_mol": 53.3, "total_charge": 0, "e_lumo_ev": 0.81, "e_tot_ha": -346.94055}

***

{"formula": "C5H10O2", "method": "the ωB97M-V functional and the def2-TZVPD basis", "elements": ["H", "H", "O", "C", "H", "C", "O", "H", "C", "H", "H", "C", "H", "C", "H", "H", "H"], "positions_angstrom": [[1.4230, 1.1591, -0.7537], [-0.6729, -1.6907, -2.5362], [-0.7157, 0.1032, 0.6243], [0.8771, 0.2907, -1.1377], [-0.9919, -0.0048, -2.9252], [-0.1900, -0.7655, -2.9438], [1.1095, -0.1698, -2.3937], [0.1689, 0.8894, 3.6951], [0.2306, 0.3933, 1.6250], [-1.2642, 1.3940, 2.7561], [-1.0465, -0.3171, 3.1818], [-0.0861, -0.3466, -0.4830], [0.1969, -0.9867, -3.9141], [-0.5241, 0.6026, 2.9034], [0.9358, -0.4482, 1.6778], [0.8056, 1.2882, 1.3460], [-0.2559, -1.3910, -0.7223]], "de_lowest_kcal_mol": 88.8, "total_charge": 0, "e_lumo_ev": 1.01, "e_tot_ha": -346.88385, "smiles": "CCO/C=C/OC"}